# C48H50GeInN9O3S

A molecular structure, C48H50GeInN9O3S (ωB97M-V/def2-TZVPD, OMol25).

Geometry as ORCA input:
```
! RIJCOSX wB97M-V def2-TZVPD def2/J DEFGRID3
* xyz 2 1
In -0.25244 1.45990 1.45136
C 1.30314 3.94769 0.11865
N 0.91969 2.60455 -0.33785
C 0.04371 2.68343 -1.51677
C -0.98668 1.58721 -1.57761
C -1.43406 1.09273 -2.78631
C -2.48277 0.18811 -2.79790
C -3.05958 -0.19419 -1.59761
C -2.54369 0.32075 -0.42648
N -1.52933 1.19830 -0.41544
C 2.12532 1.78831 -0.55112
C 2.79412 1.48359 0.77347
C 4.10927 1.06270 0.82251
C 4.67331 0.76790 2.05310
C 3.91339 0.92544 3.20246
C 2.60755 1.35331 3.07556
N 2.05551 1.62701 1.88353
C 0.26822 4.57621 1.01420
C 0.15027 5.95452 1.08218
C -0.72389 6.51564 1.99487
C -1.47077 5.67853 2.80650
C -1.31207 4.31635 2.67113
N -0.45537 3.76327 1.79514
H 1.51654 4.60486 -0.72707
H 2.22156 3.86317 0.69893
H 0.62171 2.72285 -2.44337
H -0.53404 3.60974 -1.43708
H -0.95984 1.40789 -3.70655
H -2.83514 -0.22648 -3.73370
H -3.87542 -0.90276 -1.56301
H -2.91398 0.00291 0.53655
H 2.83099 2.30222 -1.21113
H 1.84120 0.85013 -1.02739
H 4.67963 0.96077 -0.09311
H 5.69856 0.42445 2.11419
H 4.32367 0.72035 4.18161
H 1.96456 1.47420 3.93577
H 0.76304 6.57287 0.43683
H -0.82081 7.59165 2.07615
H -2.16716 6.07101 3.53452
H -1.87189 3.62981 3.28674
O -1.03408 -0.78891 1.78707
C 0.00540 -1.21853 1.21419
O 0.76398 -0.37901 0.62713
C 0.31860 -2.68909 1.23876
C 1.73796 -3.11561 0.82048
Ge 1.92242 -4.10629 -0.86764
C 3.69569 -4.89873 -0.87057
C 3.88868 -6.27048 -0.71173
C 5.17127 -6.80804 -0.70695
C 6.27232 -5.97802 -0.86152
C 6.09357 -4.60902 -1.02498
C 4.81240 -4.07501 -1.03242
C 0.54019 -5.46802 -0.88203
C 0.17076 -6.08092 0.31758
C -0.78033 -7.09381 0.33700
C -1.37786 -7.50515 -0.84710
C -1.02427 -6.90288 -2.04709
C -0.07210 -5.89106 -2.06359
C 1.88588 -2.93674 -2.43102
C 1.72393 -1.55552 -2.31470
C 1.85350 -0.72852 -3.42748
C 2.13119 -1.26939 -4.67482
C 2.28872 -2.64358 -4.80572
C 2.17800 -3.46460 -3.69231
H -0.45617 -3.16745 0.63069
H 0.10350 -3.00265 2.26114
H 2.14027 -3.79842 1.57179
H 2.41619 -2.25962 0.79843
H 3.03299 -6.92793 -0.59416
H 5.31039 -7.87533 -0.58782
H 7.27081 -6.39685 -0.86160
H 6.95309 -3.96378 -1.15908
H 4.67975 -3.00680 -1.18502
H 0.63844 -5.77872 1.25012
H -1.05003 -7.56725 1.27293
H -2.11584 -8.29737 -0.83474
H -1.48822 -7.22402 -2.97158
H 0.18530 -5.42608 -3.00825
H 1.49809 -1.12707 -1.34336
H 1.75209 0.34643 -3.32091
H 2.24089 -0.62653 -5.53955
H 2.51702 -3.07223 -5.77327
H 2.35404 -4.52926 -3.80917
C -1.28500 -0.54104 5.75869
N -2.14935 0.17108 4.80547
C -3.50754 0.08180 4.85722
C -4.30074 0.67959 3.94597
C -3.66175 1.39045 2.88751
N -2.32973 1.43104 2.82078
C -1.57127 0.86833 3.78683
O -0.32465 0.99349 3.71106
N -4.36991 2.01006 1.94536
H -1.87648 -0.81285 6.62762
H -0.46957 0.10695 6.05965
H -0.87892 -1.43491 5.29015
H -3.91018 -0.49282 5.67985
H -5.37629 0.61464 4.01521
H -5.37388 2.01733 1.99022
H -3.92907 2.54493 1.20636
C -4.99279 3.77028 -3.01068
N -4.41656 5.05733 -2.65020
C -4.60185 6.23959 -3.36183
C -3.90414 7.19745 -2.73341
N -3.30106 6.58240 -1.64629
C -3.60399 5.26707 -1.59141
S -3.06532 4.15053 -0.43252
H -5.99037 3.92693 -3.41396
H -5.04994 3.15503 -2.11883
H -4.37520 3.26765 -3.75396
H -5.22063 6.28603 -4.24105
H -3.79119 8.24529 -2.94946
H -2.71709 7.02337 -0.95790
*
```

Properties
HOMO-LUMO gap = 7.7 eV
Lowest unoccupied orbital energy = -4.39 eV
ΔE to the lowest compared entry with this formula, charge and spin = 0.0 kJ/mol